Below is a molecular structure, C32H45AsIInNSSi4Te, with properties calculated with ωB97M-V/def2-TZVPD.

Calculated values
Net charge ... +1
LUMO energy ... -3.433 eV
F_max ... 0.015 hartree/bohr
Orbital gap ... 0.2535 Ha
DFT total energy ... -159155.1955 eV
HOMO ... -10.33 eV

Atoms and positions in Å:
In: 0.6423 -0.6460 0.0583
S: -0.7154 0.2115 1.8603
C: -2.2249 -0.7465 1.8253
C: -2.7409 -1.1011 3.0742
C: -3.9386 -1.7899 3.1718
C: -4.6284 -2.1492 2.0212
C: -4.1218 -1.7954 0.7819
C: -2.9294 -1.0819 0.6648
As: -2.2543 -0.6448 -1.1138
C: -1.8788 -2.4581 -1.7357
C: -1.6188 -2.6334 -3.0960
C: -1.3400 -3.8916 -3.6034
C: -1.3025 -4.9908 -2.7520
C: -1.5217 -4.8198 -1.3941
C: -1.8100 -3.5561 -0.8848
C: -3.9311 -0.2417 -2.0100
C: -4.6036 -1.1345 -2.8341
C: -5.8185 -0.7667 -3.4020
C: -6.3601 0.4853 -3.1480
C: -5.6854 1.3794 -2.3257
C: -4.4711 1.0187 -1.7625
H: -2.1896 -0.8268 3.9651
H: -4.3256 -2.0555 4.1478
H: -5.5544 -2.7061 2.0881
H: -4.6620 -2.0790 -0.1129
H: -1.6407 -1.7789 -3.7634
H: -1.1515 -4.0199 -4.6620
H: -1.1035 -5.9792 -3.1495
H: -1.4882 -5.6700 -0.7240
H: -1.9953 -3.4428 0.1765
H: -4.1979 -2.1187 -3.0300
H: -6.3423 -1.4663 -4.0410
H: -7.3070 0.7658 -3.5909
H: -6.1052 2.3567 -2.1251
H: -3.9517 1.7160 -1.1150
I: 2.9729 1.3815 1.1469
C: 1.7666 2.4231 -0.2105
C: 1.9967 3.7633 -0.4560
C: 1.1282 4.4065 -1.3239
C: 0.0864 3.6936 -1.8957
C: -0.0450 2.3511 -1.5964
N: 0.7913 1.7162 -0.7638
H: 2.8181 4.2827 0.0162
H: 1.2668 5.4568 -1.5461
H: -0.6209 4.1662 -2.5629
H: -0.8336 1.7488 -2.0244
C: 3.9629 -6.4690 0.2640
Si: 3.0451 -4.8514 0.4906
C: 1.2054 -5.1447 0.5169
C: 3.6037 -4.1028 2.1103
Si: 3.7406 -3.5263 -1.3007
Te: 1.9582 -1.7946 -1.9803
Si: 3.5614 -4.6797 -3.3423
C: 5.1129 -5.6990 -3.5536
C: 2.0405 -5.7579 -3.2338
C: 3.3824 -3.5091 -4.7905
Si: 5.8247 -2.5049 -1.0053
C: 7.0765 -3.8799 -0.8076
C: 6.1742 -1.4986 -2.5392
C: 5.9086 -1.4126 0.5005
H: 3.7753 -7.1353 1.1117
H: 5.0427 -6.2979 0.2093
H: 3.6593 -6.9921 -0.6471
H: 0.9511 -5.7920 1.3622
H: 0.8692 -5.6331 -0.4016
H: 0.6454 -4.2114 0.6214
H: 3.2829 -4.7419 2.9385
H: 3.1997 -3.1008 2.2822
H: 4.6951 -4.0374 2.1449
H: 5.2762 -6.3686 -2.7037
H: 5.9919 -5.0551 -3.6511
H: 5.0471 -6.3120 -4.4579
H: 2.2019 -6.6213 -2.5809
H: 1.7633 -6.1316 -4.2246
H: 1.1954 -5.1839 -2.8386
H: 4.1210 -2.7015 -4.7625
H: 2.3877 -3.0522 -4.8138
H: 3.5203 -4.0599 -5.7259
H: 7.0267 -4.6030 -1.6253
H: 6.9191 -4.4203 0.1307
H: 8.0897 -3.4673 -0.7856
H: 6.2780 -2.1420 -3.4184
H: 7.1018 -0.9285 -2.4286
H: 5.3622 -0.7912 -2.7324
H: 5.7447 -1.9785 1.4220
H: 5.1696 -0.6158 0.4513
H: 6.8989 -0.9497 0.5605

Atomic partial charges in e from the natural (NBO) method, atoms 1 to 6: atom 1 (In): 1.023, atom 2 (S): -0.239, atom 3 (C): -0.216, atom 4 (C): -0.212, atom 5 (C): -0.180, atom 6 (C): -0.207

=====

Below is a molecular structure, C32H45BrN2P2Pd at a distorted geometry, with properties calculated with ωB97M-V/def2-TZVPD.

Calculated values
LUMO energy (alpha / beta) ... -0.617 / -0.514 eV
F_max ... 0.059 hartree/bohr
Energy above the lowest of the compared OMol25 structures with the same formula, charge and spin ... 1.192 eV
Orbital gap (alpha / beta) ... 0.2247 / 0.2230 Ha
DFT total energy ... -128990.3619 eV
HOMO (alpha / beta) ... -6.73 / -6.58 eV

Atoms and positions in Å:
N: -5.5850 4.2250 -4.2797
C: -5.4570 4.5103 -2.9995
C: -4.6530 3.7615 -2.1521
C: -3.9016 2.6470 -2.6523
C: -4.0855 2.3809 -4.0494
C: -4.9277 3.2270 -4.7962
C: -2.9780 1.9531 -1.7531
Pd: -0.6350 -0.1927 -1.0756
P: 4.2572 -0.5513 0.1907
C: -1.8427 1.1648 -2.0411
C: -0.4909 1.8011 -1.6013
C: 0.6311 1.9992 -2.5212
C: 1.7189 2.7307 -2.1359
C: 1.6987 3.5772 -0.9779
C: 0.5333 3.5892 -0.1922
C: -0.5002 2.6898 -0.4581
Br: 3.2630 4.3811 -0.4421
H: -3.0966 2.2700 -0.7211
H: -1.9312 0.4052 -2.8615
H: -4.5843 4.0539 -1.1021
H: -3.5782 1.5427 -4.5379
H: -6.0079 5.3574 -2.6259
H: -5.0618 3.0355 -5.8572
H: 0.6610 1.3824 -3.4243
H: -1.4023 2.6935 0.1480
H: 2.5409 2.7804 -2.8822
H: 0.4702 4.2133 0.7002
P: -0.7661 -2.3280 -1.0441
C: 4.5578 1.2709 0.0205
C: 5.8463 1.8031 -0.6084
H: 4.4570 1.6352 1.0495
H: 3.6739 1.6378 -0.5182
H: 5.8149 2.8945 -0.6177
H: 6.7349 1.5144 -0.0450
H: 5.9797 1.4756 -1.6403
C: 3.5080 -0.8799 -1.4515
C: 4.5402 -1.7079 -2.2157
H: 3.2890 0.0601 -1.9663
H: 2.5444 -1.3939 -1.3561
H: 4.2080 -1.9381 -3.2307
H: 5.4926 -1.1703 -2.2871
H: 4.7441 -2.6537 -1.7030
C: 2.9542 -0.6770 1.4932
C: 3.3535 -1.5774 2.7029
H: 2.0217 -1.0306 1.0151
H: 2.7088 0.3391 1.8541
H: 2.4720 -2.1496 3.0432
H: 4.1648 -2.2786 2.4246
H: 3.6937 -0.9560 3.5534
C: -0.3267 -3.0157 0.5971
C: -1.1117 -4.2700 1.0037
H: -0.5053 -2.1650 1.2942
H: 0.7752 -3.1563 0.5464
H: -2.0188 -3.9792 1.5591
H: -1.4269 -4.8781 0.1380
H: -0.4512 -4.8622 1.6602
C: 0.2305 -3.2502 -2.2611
C: 0.0041 -2.6291 -3.6442
H: -0.0768 -4.3114 -2.1810
H: 1.2876 -3.1792 -1.9376
H: -1.0327 -2.8245 -3.9574
H: 0.1695 -1.5359 -3.6425
H: 0.7132 -3.0910 -4.3430
C: -2.5880 -2.5074 -1.1494
C: -3.2850 -1.7018 -0.0393
H: -2.7868 -3.5915 -1.0842
H: -2.8538 -2.1226 -2.1497
H: -4.2464 -1.3364 -0.4167
H: -3.4652 -2.3461 0.8287
H: -2.7117 -0.8167 0.2929
N: 0.1028 -0.5774 2.5669
C: -0.3573 -0.4628 3.6402
C: -0.8562 -0.2853 4.9635
C: -2.2330 -0.2273 5.2266
C: -2.6748 -0.0944 6.5451
C: -1.7390 0.0719 7.5809
C: -0.3732 0.0279 7.3137
C: 0.0797 -0.1455 6.0015
H: -2.9464 -0.2760 4.3959
H: -3.7467 -0.1373 6.7806
H: -2.0938 0.2072 8.6072
H: 0.3490 0.1079 8.1225
H: 1.1465 -0.1566 5.7700

Atomic partial charges in e from the Löwdin method, atoms 1 to 6: atom 1 (N): 0.031, atom 2 (C): -0.162, atom 3 (C): -0.026, atom 4 (C): -0.197, atom 5 (C): -0.009, atom 6 (C): -0.173

=====

Below is a molecular structure, C32H45Cl5F6N2O7S3SiZn at a distorted geometry, with properties calculated with ωB97M-V/def2-TZVPD.

Calculated values
Net charge ... -2
LUMO energy ... 3.308 eV
F_max ... 0.356 hartree/bohr
Energy above the lowest of the compared OMol25 structures with the same formula, charge and spin ... 26.216 eV
Orbital gap ... 0.2313 Ha
DFT total energy ... -218926.9350 eV
HOMO ... -2.99 eV

Atoms and positions in Å:
Zn: -0.5844 -0.2222 -1.4357
Cl: -2.0354 -2.8958 -0.8308
C: -1.2287 -2.8675 -2.3499
C: -0.7805 -1.5845 -2.8240
C: -0.3454 -1.5988 -4.1294
Cl: 0.0726 -0.1176 -4.8941
C: -0.3930 -2.6851 -4.9628
Cl: 0.0410 -2.6070 -6.5821
C: -0.8945 -3.9612 -4.4532
Cl: -0.6825 -5.3570 -5.4104
C: -1.2340 -4.0436 -3.1487
Cl: -1.9030 -5.4750 -2.5064
F: -9.6082 5.5962 5.9798
C: -8.5728 4.7233 6.2609
F: -9.1074 3.7710 6.9872
F: -8.2440 4.1801 5.1327
S: -7.0181 5.4768 6.9752
O: -6.4720 6.3355 5.9513
O: -7.4363 6.1739 8.1355
N: -6.1993 4.2301 7.3268
S: -5.4966 3.0109 6.6160
O: -4.5473 2.4921 7.5448
O: -6.3972 2.1051 6.0032
C: -4.3815 3.6566 5.2732
F: -3.6259 4.6319 5.8049
F: -5.1393 4.1056 4.2575
F: -3.5752 2.7080 4.7599
C: 3.4142 -0.5634 2.9684
C: 4.2950 -0.7424 1.7675
C: 5.6393 -1.3254 2.2371
C: 4.4420 0.5377 1.0609
O: 3.8747 -1.8087 0.8330
Si: 2.3794 -2.2429 0.1833
S: 1.1256 -0.4535 0.0574
O: 1.6954 -3.5065 0.8094
C: 1.8432 -4.4047 1.9325
C: 1.1013 -3.8701 3.2114
C: 1.2205 -5.7210 1.5223
C: 3.2564 -4.7501 2.2535
O: 2.7456 -2.8397 -1.3233
C: 3.4166 -2.6622 -2.4489
C: 3.5067 -1.1565 -2.9614
C: 5.1284 -3.1299 -2.0400
C: 2.9800 -3.6262 -3.5652
H: 3.7796 0.3627 3.7791
H: 3.4488 -1.2701 3.5619
H: 2.5753 -0.2671 2.5362
H: 6.4225 -0.4197 2.9443
H: 6.2923 -1.8601 1.3966
H: 5.7982 -2.3878 2.8158
H: 4.8365 1.1499 1.6074
H: 3.1482 0.9335 0.5615
H: 4.8448 0.8388 -0.0088
H: -0.3594 -3.9458 3.3343
H: 1.3516 -2.8309 3.2587
H: 1.5413 -4.7639 4.1600
H: 0.1731 -5.1991 1.0929
H: 1.1148 -6.2404 2.4790
H: 2.0425 -6.1790 0.8167
H: 3.5526 -3.6535 2.8817
H: 3.9076 -4.7948 1.5151
H: 3.3131 -5.5880 3.1303
H: 4.5816 -0.7395 -2.8679
H: 2.8169 -0.8263 -2.5565
H: 2.8267 -1.2815 -4.0373
H: 5.2511 -2.4264 -1.3495
H: 5.3296 -2.8143 -3.2492
H: 4.5571 -4.1145 -1.6347
H: 1.6550 -3.5950 -3.8418
H: 3.0506 -4.9238 -3.3346
H: 3.4555 -3.4863 -4.3951
C: 2.7935 2.8950 -3.3628
C: 1.2382 2.9729 -3.3905
C: 0.6028 3.8954 -4.1847
C: -0.7894 4.1063 -3.9770
C: -1.5172 4.9768 -4.9464
C: -1.5104 3.3919 -3.0237
C: -0.8797 2.3883 -2.2733
C: 0.5034 2.2317 -2.4910
N: -1.3556 1.4894 -1.4125
C: -2.6976 1.5976 -0.7636
C: -2.9743 3.1592 -0.4171
C: -3.7786 1.0831 -1.6967
C: -2.5288 0.8043 0.4715
H: 3.2758 2.2025 -4.0904
H: 3.1544 2.5623 -2.4658
H: 3.1354 4.3324 -3.4121
H: 1.2299 4.4713 -4.9417
H: -2.5554 5.1267 -4.6110
H: -1.6737 4.3730 -5.7718
H: -1.0712 5.9015 -5.3626
H: -2.6120 3.4497 -3.0481
H: 1.0905 1.4867 -1.8368
H: -4.3942 3.4151 -0.4545
H: -1.8039 3.8585 -0.8596
H: -2.7671 3.1859 0.7475
H: -3.9721 1.5605 -2.6516
H: -4.5766 0.9700 -1.1851
H: -3.4595 -0.4266 -1.5223
H: -3.4311 0.8788 1.0639
H: -1.9006 1.0631 0.9767
H: -2.3581 -0.5960 0.3173

Atomic partial charges in e from the Löwdin method, atoms 1 to 6: atom 1 (Zn): 0.391, atom 2 (Cl): 0.678, atom 3 (C): -0.676, atom 4 (C): -0.249, atom 5 (C): -0.748, atom 6 (Cl): 0.721

=====

Q: Which value of F_max does entry 3 give?
A: 0.356 hartree/bohr